C14H46N2O9 | the ωB97M-V functional and the def2-TZVPD basis

Geometry as XYZ:
```
71
Properties=species:S:1:pos:R:3:lowdin_charge:R:1
C 14.62 3.58 29.61 -0.0694
C 14.43 4.63 28.51 -0.3517
O 14.83 4.08 27.30 -0.0813
H 14.57 3.94 30.67 0.0846
H 15.50 2.95 29.46 0.0746
H 13.89 2.78 29.55 0.0462
H 14.92 5.55 28.68 0.0972
H 13.43 4.91 28.36 0.0556
H 14.71 4.79 26.67 0.0054
C 12.42 12.54 27.82 -0.0828
C 12.80 11.35 28.71 -0.2959
O 11.75 10.41 28.59 -0.0936
H 11.48 13.04 28.14 0.0826
H 12.28 12.12 26.85 0.0543
H 13.19 13.32 27.80 0.0741
H 12.98 11.77 29.71 0.1130
H 13.66 10.81 28.32 0.1037
H 12.05 9.57 28.87 -0.0021
C 7.38 5.04 30.90 -0.0667
C 8.10 5.48 29.68 -0.3070
O 7.45 6.49 28.91 -0.0449
H 7.95 4.22 31.42 0.0922
H 6.38 4.66 30.60 0.0918
H 7.14 5.83 31.58 0.0618
H 8.25 4.65 29.08 0.0820
H 9.03 5.80 30.02 0.0819
H 7.95 7.26 29.05 0.0049
C 10.88 3.50 30.02 -0.0493
C 10.85 3.80 28.44 -0.3004
O 9.75 3.07 27.93 -0.0851
H 11.43 4.33 30.53 0.0661
H 11.35 2.50 30.20 0.0811
H 9.85 3.42 30.37 0.0428
H 11.77 3.39 28.06 0.0859
H 10.95 4.88 28.17 0.0731
H 9.93 2.95 26.98 0.0828
C 8.41 8.93 31.10 -0.0829
C 8.65 9.73 29.85 -0.2732
O 8.69 8.92 28.64 -0.0856
H 8.44 9.53 32.03 0.0927
H 9.11 8.06 31.26 0.0881
H 7.42 8.58 31.07 0.0479
H 9.62 10.34 29.94 0.1177
H 7.86 10.47 29.73 0.1106
H 8.64 9.49 27.90 0.0774
C 12.99 6.90 26.08 -0.5789
O 14.18 6.19 25.84 -0.1240
N 12.95 8.21 26.32 0.1634
N 11.84 6.37 26.05 0.1617
H 13.85 8.72 26.26 0.0813
H 12.02 8.65 26.41 0.1424
H 11.76 5.37 25.68 0.1491
H 10.83 6.68 26.26 0.1104
C 11.39 7.32 29.40 -0.1331
O 12.72 7.76 29.19 -0.1095
H 10.90 7.05 28.46 0.0568
H 10.85 8.27 29.69 0.0739
H 11.23 6.55 30.13 0.0643
H 12.94 7.56 28.29 0.0155
C 8.88 5.43 25.84 -0.1453
O 9.13 6.24 26.99 -0.1603
H 8.45 4.41 26.05 0.0919
H 9.82 5.18 25.28 0.0748
H 8.18 5.90 25.15 0.0843
H 8.39 6.28 27.61 0.0158
C 16.18 8.68 26.77 -0.0855
O 15.33 9.64 26.06 -0.1081
H 16.45 7.76 26.26 0.0844
H 15.69 8.40 27.69 0.0797
H 17.03 9.22 27.00 0.0545
H 15.68 9.75 25.24 0.0404
```

Calculated values
- orbital gap (Eh) = 0.3456
- LUMO energy (eV) = 0.4
- ΔE to the lowest compared entry with this formula, charge and spin (eV) = 0.237
- E_HOMO (hartree) = -0.330
- SMILES string = NC(N)=O.CCO.CCO.CCO.CCO.CCO.CO.CO.CO

=====

C14H47B2ClCo2NO10 | the ωB97M-V functional and the def2-TZVPD basis

Geometry as XYZ:
```
77
Properties=species:S:1:pos:R:3:lowdin_charge:R:1
Co 0.40 -0.96 -1.47 0.8638
Co -1.34 0.32 2.28 0.3806
B -2.44 -1.41 2.79 -0.4021
H -3.31 -2.16 2.94 0.0005
H -2.42 -0.54 3.53 -0.0057
H -1.43 -1.99 2.82 -0.0081
H -2.59 -1.03 1.73 -0.0647
B -0.12 0.26 0.38 -0.4591
H -0.21 1.18 1.04 -0.0081
H -0.04 0.64 -0.69 -0.0184
H 0.84 -0.38 0.60 0.0314
H -1.05 -0.38 0.50 -0.0235
Cl -2.97 1.79 1.20 -0.0965
C -2.30 -2.56 -1.00 -0.1248
C -1.14 -3.51 -0.79 -0.1245
O 0.01 -2.72 -0.36 -0.1380
O -1.76 -1.49 -1.82 -0.1106
H -2.77 -2.11 -0.13 0.1226
H -3.09 -3.01 -1.61 0.1391
H -0.82 -3.99 -1.71 0.1034
H -1.35 -4.19 0.03 0.1482
H 0.62 -3.28 0.15 0.0736
H -2.50 -1.01 -2.21 0.1253
C 2.82 -3.70 1.76 -0.1898
C 2.63 -2.51 2.70 -0.2251
O 1.84 -2.69 3.87 -0.0508
O 1.53 -4.28 1.50 -0.0823
H 3.55 -4.48 1.98 0.1271
H 3.13 -3.27 0.80 0.1190
H 2.16 -1.68 2.17 0.1011
H 3.64 -2.13 2.91 0.1308
H 2.25 -3.40 4.38 0.1143
H 1.28 -4.79 2.27 0.1055
C 1.04 4.09 1.95 -0.2140
C -0.09 4.46 1.02 -0.2589
O -0.08 5.81 0.61 -0.0552
O 0.90 4.61 3.28 -0.0734
H 1.91 4.63 1.57 0.1273
H 1.19 3.02 2.03 0.0948
H -1.09 4.16 1.35 0.0935
H 0.11 3.87 0.11 0.1094
H -0.74 5.95 -0.08 0.0865
H 0.59 5.52 3.27 0.0981
C 0.01 1.78 4.62 -0.2044
C 1.05 0.74 4.17 -0.1403
O 0.33 -0.28 3.43 -0.1408
O -0.78 2.19 3.50 -0.1252
H 0.39 2.64 5.16 0.1296
H -0.59 1.29 5.40 0.1302
H 1.52 0.34 5.06 0.1377
H 1.64 1.28 3.43 0.1190
H 0.75 -1.12 3.65 0.0623
H -0.84 3.15 3.59 0.0957
C -2.39 3.25 -4.40 -0.0733
O -1.32 2.36 -4.11 -0.2258
C -0.61 2.72 -2.92 -0.1744
C 0.57 1.74 -2.91 -0.1781
N 0.21 0.33 -3.18 -0.0868
C 0.96 -0.29 -4.30 -0.1574
C 0.65 -1.75 -4.51 -0.1465
O 0.60 -2.38 -3.20 -0.2785
C 1.18 -3.70 -3.24 -0.0467
H -2.98 2.76 -5.18 0.0912
H -2.06 4.20 -4.80 0.0943
H -3.07 3.32 -3.54 0.0973
H -1.27 2.55 -2.06 0.1301
H -0.18 3.72 -3.04 0.1366
H 0.96 1.80 -1.89 0.0969
H 1.38 2.17 -3.49 0.1328
H -0.71 0.54 -3.62 0.1204
H 2.03 -0.08 -4.27 0.1345
H 0.62 0.27 -5.19 0.1409
H 1.40 -2.20 -5.15 0.1314
H -0.34 -1.97 -4.92 0.1419
H 2.19 -3.61 -3.66 0.1007
H 0.68 -4.39 -3.92 0.1101
H 1.22 -4.03 -2.21 0.0821
```

Calculated values
- orbital gap (spin up / spin down) (Eh) = 0.2752 / 0.2434
- 2S+1 = 7
- LUMO energy (spin up / spin down) (eV) = -2.9 / -3.6
- net charge = +1
- E_HOMO (spin up / spin down) (hartree) = -0.380 / -0.377